[1]
Computed, not measured: a 8-piece molecular cluster, C28H76N8O12 overall at a distorted geometry, with wB97M-V/def2-TZVPD.

The geometry in XYZ format:
```
124
Properties=species:S:1:pos:R:3:forces:R:3
C 2.87998 -4.18414 0.06557 -0.8 -0.5 0.5
O 3.11388 -5.02095 1.18685 1.0 0.4 0.5
C 2.83754 -6.35911 0.92420 -1.8 -0.9 -1.6
C 2.72428 -7.18673 2.19045 -0.3 0.0 0.6
N 2.34325 -8.58840 1.99505 0.8 0.7 -0.9
C 3.40973 -9.41237 1.45095 -1.1 -1.5 0.2
C 4.40252 -9.97253 2.47439 0.7 0.0 -0.5
O 3.75235 -10.52055 3.60520 0.0 0.1 0.2
C 3.33952 -11.85388 3.46072 -0.4 -0.6 -0.5
H 1.82213 -4.33852 -0.17721 0.1 0.1 -0.6
H 3.54475 -4.43224 -0.76180 -0.1 0.1 -0.2
H 2.97277 -3.13721 0.34323 0.4 -0.1 0.2
H 3.44585 -6.84030 0.13967 0.9 0.3 0.5
H 1.87530 -6.40255 0.37553 -0.3 0.0 0.5
H 1.88377 -6.82344 2.78537 0.4 0.6 0.1
H 3.66689 -7.04939 2.73862 -0.1 -0.1 0.2
H 2.03190 -8.98017 2.87257 0.1 0.0 0.0
H 3.82764 -8.99105 0.53853 0.4 0.3 0.3
H 2.91418 -10.31969 1.07247 0.0 0.1 -0.1
H 5.15025 -9.27155 2.84684 -0.3 0.3 0.1
H 4.97602 -10.75377 1.95973 0.1 -0.1 0.0
H 4.14337 -12.54836 3.19135 0.3 0.2 0.2
H 2.58794 -11.99318 2.67397 -0.1 0.2 0.0
H 2.89124 -12.20292 4.38780 0.1 0.2 0.1
C 0.08683 9.24261 3.65026 1.1 0.5 0.2
O -0.22058 8.51228 2.49100 -0.7 0.2 0.5
C -1.43360 7.78789 2.65680 0.0 -0.3 -1.2
C -1.79606 7.24697 1.27325 0.4 -0.9 0.5
N -2.89624 6.28297 1.37479 0.1 0.6 0.6
C -2.39692 4.96906 1.77572 -0.3 -1.0 -1.3
C -2.06199 4.16424 0.50250 -0.7 0.6 0.5
O -1.56066 2.88888 0.83812 0.5 -0.1 -0.2
C -1.30339 2.16342 -0.35351 0.3 0.3 -0.3
H -0.48441 10.16872 3.77561 -0.5 -0.3 0.0
H 1.12096 9.59472 3.58058 0.0 -0.2 -0.2
H 0.05108 8.62837 4.55545 -0.3 0.0 0.0
H -2.28455 8.37334 3.01442 0.2 0.3 0.2
H -1.27753 6.93478 3.32121 0.0 0.1 0.3
H -0.91753 6.68596 0.92520 0.3 0.5 -0.3
H -1.98129 8.07611 0.59298 -0.3 -0.1 -0.1
H -3.38852 6.21219 0.49431 0.0 -0.2 0.0
H -3.16079 4.36329 2.26587 -0.1 0.3 0.4
H -1.52125 5.01101 2.42041 0.0 0.3 0.1
H -1.41657 4.74706 -0.16680 0.5 -0.2 0.1
H -3.00962 4.09274 -0.04668 0.0 -0.3 -0.1
H -2.24096 1.84566 -0.81506 0.1 0.0 -0.2
H -0.64298 1.30656 -0.21299 -0.3 -0.2 0.6
H -0.74037 2.81100 -1.03823 -0.3 0.0 -0.3
C 1.21683 5.70806 -1.25043 0.1 -0.6 -1.1
O 0.09770 5.77650 -2.11893 -0.7 0.7 0.8
C 0.16818 4.98438 -3.26618 0.4 -0.6 -0.4
C -1.14462 5.06720 -4.01765 -0.5 0.7 0.3
N -2.26827 4.74826 -3.12398 0.0 0.5 -0.4
C -3.55467 5.11549 -3.69462 -1.0 -0.8 0.2
C -4.62158 4.78974 -2.64021 0.0 -0.1 -0.4
O -4.46692 5.62454 -1.51311 0.8 0.3 1.1
C -4.75082 7.00562 -1.58965 -0.9 0.2 -0.5
H 1.19885 6.49850 -0.50638 -0.3 0.2 -0.2
H 2.08619 5.80513 -1.91026 0.4 0.0 0.5
H 1.23997 4.74177 -0.73464 0.1 0.0 0.0
H 0.38764 3.93155 -3.03279 -0.2 0.0 0.3
H 1.00540 5.29051 -3.91076 -0.1 0.2 0.0
H -1.11214 4.41390 -4.89059 -0.1 -0.3 0.2
H -1.31750 6.07463 -4.42199 0.4 0.2 0.0
H -2.21627 5.38613 -2.33187 0.6 -0.4 0.2
H -3.74277 4.56908 -4.62301 0.0 -0.1 0.1
H -3.70348 6.18151 -3.93094 0.5 0.1 -0.1
H -4.51497 3.78666 -2.22567 0.4 0.0 -0.2
H -5.64030 4.77657 -3.05052 0.0 0.7 0.0
H -4.79755 7.47233 -0.60377 -0.3 -0.7 0.3
H -5.72678 7.05452 -2.08144 0.0 0.7 0.0
H -4.04733 7.69447 -2.07499 0.3 -0.7 -0.7
C -0.72970 -0.46099 -2.97209 -0.1 -0.6 0.5
O -1.29027 -1.71005 -2.61353 -0.2 -0.5 -0.4
C -1.48741 -1.98315 -1.23706 0.6 -0.2 -0.3
C -2.94540 -2.06956 -0.83127 -0.2 0.1 1.2
N -3.67762 -3.28234 -1.14321 -0.2 0.1 -0.5
C -3.02066 -4.55580 -0.89551 -0.2 0.2 -0.6
C -3.98679 -5.69305 -1.18632 -0.4 1.1 0.7
O -4.33819 -5.69792 -2.55812 0.4 -0.4 0.2
C -5.49955 -6.48276 -2.77812 0.6 0.2 0.1
H -0.42624 -0.52451 -4.01653 -0.3 0.0 -0.1
H 0.19462 -0.30735 -2.40804 -0.2 0.5 0.2
H -1.50211 0.29901 -2.81826 0.4 0.4 -0.1
H -0.91401 -1.31168 -0.58862 -0.3 0.5 -0.2
H -0.99256 -2.94327 -1.06341 -0.2 -0.1 0.1
H -3.53440 -1.20005 -1.13193 0.1 -0.1 -0.5
H -2.98829 -1.96863 0.26449 0.3 -0.1 0.1
H -4.10057 -3.24145 -2.05945 0.2 -0.2 -0.1
H -2.69956 -4.54834 0.14842 -0.1 -0.3 0.1
H -2.12631 -4.75849 -1.50147 0.1 0.3 -0.1
H -4.91475 -5.46573 -0.64693 0.1 -0.3 0.4
H -3.53223 -6.60891 -0.79606 -0.2 -0.4 -0.4
H -6.33835 -6.05721 -2.21722 -0.2 0.0 -0.2
H -5.34263 -7.50667 -2.42165 0.0 -0.1 -0.1
H -5.64789 -6.46780 -3.85478 -0.3 -0.1 0.1
C 2.35862 1.07525 -0.00324 0.7 -0.1 1.8
O 1.95497 0.82638 -1.13276 0.2 -0.1 0.2
N 3.30071 0.38635 0.71536 -0.7 -0.2 -1.2
N 1.85665 2.13290 0.72132 -0.5 0.5 -1.3
H 3.60709 -0.47160 0.28681 0.5 0.1 0.2
H 3.69263 0.79134 1.56638 -0.1 -0.5 -0.6
H 1.03475 2.45612 0.23150 -0.1 0.5 0.6
H 1.82173 2.12347 1.72171 -0.1 -0.2 0.1
C 5.28983 0.90445 3.40636 -0.4 0.2 0.8
O 6.27963 1.14220 2.75481 -0.1 0.1 0.0
N 5.23989 -0.05168 4.39161 0.6 -0.1 -0.3
N 4.09563 1.60944 3.27084 0.8 -0.5 -0.3
H 4.43569 -0.27142 4.94569 -0.1 0.2 0.1
H 6.13905 -0.35516 4.72274 -0.1 -0.3 -0.1
H 3.28416 1.26320 3.74554 -0.2 0.6 0.1
H 4.15739 2.47510 2.76259 -0.3 0.0 0.1
C 0.40496 -1.15969 1.90071 0.5 -0.9 0.6
O -0.67695 -2.02131 2.22444 -0.4 0.1 0.0
H 0.79260 -1.45057 0.92299 0.0 0.4 -0.1
H 0.22876 -0.08576 1.97303 -0.4 -0.1 -0.2
H 1.17300 -1.41696 2.63729 0.2 0.3 -0.2
H -1.50743 -1.55256 2.33051 0.1 0.2 -0.1
C 3.83990 -0.12245 -3.72999 -0.5 -1.1 0.1
O 3.50139 -0.90249 -2.58121 0.2 0.6 0.3
H 3.07079 -0.32901 -4.48337 0.2 0.3 -0.2
H 3.87824 0.95018 -3.53704 0.1 0.0 0.1
H 4.79359 -0.50748 -4.09038 0.1 0.3 -0.1
H 2.95865 -0.31541 -2.01846 -0.1 -0.3 -0.2
```
Forces are in eV/Å.

Output
Electronic energy (hartree): -2453.1587
ΔE to the lowest compared entry with this formula, charge and spin (kJ/mol): 75.3
LUMO (eV): 0.09
F_max (eV Å⁻¹): 2.6

[2]
Computed, not measured: C4H13CuN2 as an isolated structure at a distorted geometry, with wB97M-V/def2-TZVPD.

The geometry in XYZ format:
```
20
Properties=species:S:1:pos:R:3:forces:R:3
C 2.13455 0.56954 -2.59944 0.1 -0.1 0.4
Cu 1.91921 0.16521 0.75994 0.6 -0.9 0.6
N 1.47905 2.04588 1.02025 -0.3 2.1 -0.3
H 1.72580 1.36405 -1.95091 0.3 -0.3 -0.3
H 0.59153 2.26979 0.56927 0.2 0.2 0.0
H 2.01702 -0.15135 2.29627 0.9 -0.5 0.6
H 2.91181 0.96148 -3.26587 -0.3 0.0 0.1
H 1.30865 0.13099 -3.16280 0.1 0.1 0.0
H 2.58375 -0.22079 -1.97299 -0.2 0.3 -0.2
H 1.32522 2.07909 2.02488 0.2 -0.1 -0.2
H 2.17464 2.75436 0.77434 -0.4 -0.1 0.1
C -3.23382 -1.08171 0.44896 0.0 0.1 -0.1
C -1.95805 -1.80444 0.88482 -0.3 0.0 0.1
C -0.76048 -1.10172 0.46111 1.9 1.1 -0.4
N 0.28234 -0.61052 0.26677 -2.8 -1.7 -0.5
H -3.19093 -0.02843 0.73248 0.0 0.0 0.0
H -4.12397 -1.51448 0.90540 -0.1 -0.2 0.1
H -3.34569 -1.13183 -0.63503 0.0 0.0 0.0
H -1.91707 -1.87920 1.97952 0.0 0.0 -0.1
H -1.92356 -2.81590 0.46302 0.0 0.0 0.1
```
Forces are in eV/Å.

Output
Electronic energy (hartree): -1910.0647
Multiplicity: 2
LUMO (alpha / beta) (eV): 3.30 / 3.24
F_max (eV Å⁻¹): 3.3
Net charge: -1

- Among the records above, which one has the lowest electronic energy?
  C28H76N8O12